A structure of composition C15H15F4N3PtS at a distorted geometry, computed with ωB97M-V/def2-TZVPD.

The geometry in XYZ format:
```
39
Properties=species:S:1:pos:R:3:forces:R:3:lowdin_charge:R:1
Pt -0.12321 0.44406 -1.04503 0.85 1.17 0.75 0.919
C -0.46098 3.42490 -1.17783 -0.10 -0.01 -0.17 -0.117
N -1.15911 2.28087 -0.56848 -0.34 -0.57 -0.43 -0.408
C -2.58505 2.31566 -0.94459 0.05 0.01 0.09 -0.074
C -0.97175 2.34000 0.89877 0.33 0.51 -0.22 -0.215
C -1.39995 1.08227 1.56442 -0.43 -0.39 0.09 -0.257
N -0.89056 -0.06104 0.82160 0.46 -0.56 -0.12 -0.146
C -1.03130 -1.31035 1.36663 -0.05 0.29 -0.05 -0.166
C -0.60763 -2.49113 0.70961 0.00 0.22 0.01 -0.173
F -0.05172 -2.41554 -0.51305 0.12 0.15 -0.23 0.041
C -0.74029 -3.74950 1.24427 0.02 -0.12 0.01 -0.229
F -0.29142 -4.79294 0.52388 -0.02 0.06 0.02 0.086
C -1.31082 -3.97282 2.47867 0.06 -0.31 -0.04 0.048
C -1.75404 -2.85612 3.13773 -0.14 0.17 0.24 -0.230
F -2.33806 -2.98922 4.34389 0.04 0.03 -0.10 0.083
C -1.63119 -1.58376 2.61958 -0.03 0.10 -0.02 -0.142
F -2.14862 -0.58191 3.37371 -0.05 -0.19 0.14 0.051
H -0.91216 4.36005 -0.82761 0.00 -0.01 0.01 0.098
H -0.53649 3.36351 -2.26160 0.00 0.03 0.05 0.062
H 0.58981 3.39550 -0.90164 0.00 -0.01 -0.03 0.086
H -3.04428 3.25123 -0.60523 -0.01 0.00 0.00 0.098
H -3.10229 1.47101 -0.49790 0.00 -0.01 -0.01 0.085
H -2.66333 2.24493 -2.02699 0.00 0.00 0.00 0.092
H -1.51539 3.20048 1.30879 -0.01 0.02 -0.06 0.135
H 0.09486 2.50176 1.05923 0.00 0.01 0.00 0.121
H -2.49492 1.06378 1.60834 -0.05 -0.06 0.13 0.116
H -1.04690 1.11113 2.59564 0.04 0.07 -0.05 0.124
H -1.40514 -4.96231 2.89884 0.00 0.01 -0.01 0.132
S 0.75388 0.90842 -3.18191 -0.32 0.23 0.24 0.579
C 2.13879 0.13203 -2.50678 0.35 -0.10 -0.27 -0.777
C 3.36498 -0.11568 -3.11861 0.21 -0.05 0.07 -0.082
C 4.32770 -0.79717 -2.40075 -0.05 0.04 -0.06 -0.063
C 4.06090 -1.21775 -1.09853 -0.04 0.09 0.01 -0.064
C 2.82218 -0.93684 -0.56239 -0.03 -0.01 0.19 -0.116
N 1.89549 -0.27347 -1.25421 -0.81 -0.79 -0.21 -0.134
H 3.53607 0.21696 -4.13283 -0.01 0.00 0.01 0.108
H 5.28887 -1.00937 -2.85146 -0.01 0.00 0.00 0.110
H 4.79382 -1.75662 -0.51721 0.00 0.00 0.01 0.103
H 2.54924 -1.23500 0.44106 -0.04 -0.06 -0.01 0.120
```
Positions in Å, forces in eV/Å.

Results
LUMO level	0.11	eV
charge	0
HOMO level	-7.11	eV
relative energy (zero: lowest compared OMol25 entry of this formula, charge and spin)	0.0	kJ/mol



A cluster of 2 separate species, C4H7N3 in total at a distorted geometry, computed with ωB97M-V/def2-TZVPD.

The geometry in XYZ format:
```
14
Properties=species:S:1:pos:R:3:forces:R:3:lowdin_charge:R:1
C -1.89686 0.60182 -0.31263 -0.09 -0.11 0.06 -0.313
C -1.35049 1.34877 0.63828 0.00 0.09 0.14 -0.036
N -1.18986 -0.11183 -1.26581 0.10 -0.07 -0.22 0.028
C 1.09256 -1.33399 0.75961 0.06 -0.27 0.43 0.031
N 1.75396 -0.61553 -0.03496 -1.63 0.11 -0.66 0.018
C 3.02698 -0.33018 -0.02341 1.10 0.13 0.17 -0.359
N 4.11200 0.02604 -0.16574 0.45 0.04 0.09 0.148
H -2.96616 0.43813 -0.34618 -0.08 0.04 0.01 0.101
H -1.66288 -0.24824 -2.14559 0.07 0.00 0.05 0.082
H -0.22825 0.18124 -1.37457 0.00 -0.07 -0.09 0.067
H -0.28828 1.52212 0.68011 0.24 0.02 -0.04 0.038
H -1.94964 1.80898 1.40060 -0.20 0.08 0.10 0.036
H 0.03257 -1.43437 0.56934 -0.16 -0.01 -0.03 0.063
H 1.51434 -1.85296 1.62095 0.15 0.04 -0.02 0.095
```
Positions in Å, forces in eV/Å.

Results
SMILES	C=NC#N.C=CN
LUMO level	-0.27	eV
charge	0
HOMO level	-8.61	eV
relative energy (zero: lowest compared OMol25 entry of this formula, charge and spin)	192.2	kJ/mol



A cluster of 13 separate species, C30H91N5O18 in total at a distorted geometry, computed with ωB97M-V/def2-TZVPD.

The geometry in XYZ format:
```
144
Properties=species:S:1:pos:R:3:forces:R:3:lowdin_charge:R:1
O -4.17313 3.54199 3.22444 0.05 -0.24 0.10 -0.062
H -3.64504 4.25885 3.59194 0.02 -0.01 -0.13 0.034
H -3.65453 2.74581 3.40269 0.02 0.13 0.01 0.016
O -1.95588 -2.00355 4.12183 -0.08 -0.46 -0.12 -0.039
H -2.37261 -2.58409 3.46850 0.04 0.02 0.11 0.050
H -1.09519 -2.40399 4.29163 -0.06 0.07 0.02 0.062
O -0.31934 4.34768 2.96899 -0.15 -0.09 -0.12 -0.070
H -0.15178 3.76293 2.20806 0.14 0.11 0.31 -0.002
H -0.58430 3.75168 3.67704 0.02 -0.04 -0.06 0.026
O -2.62518 5.48298 -0.28940 0.04 0.00 -0.32 -0.083
H -1.95791 5.72917 0.35979 -0.10 -0.11 0.06 0.022
H -2.52089 4.51852 -0.38572 0.09 0.11 0.43 -0.010
O -1.70761 0.63131 3.35284 -0.19 -0.21 0.06 -0.089
H -2.17891 0.69076 2.50450 0.15 -0.11 0.22 -0.012
H -1.86954 -0.29211 3.65778 0.22 0.72 -0.21 -0.012
O -3.50079 2.03789 -4.38812 0.12 0.27 -0.17 -0.076
H -2.68595 2.50754 -4.64764 -0.19 -0.27 0.19 -0.011
H -4.20494 2.47231 -4.88106 0.01 -0.08 0.07 0.032
O -0.86997 3.08231 -4.65483 0.17 0.25 -0.13 -0.043
H -0.23270 2.77749 -5.31089 -0.08 -0.06 0.06 0.056
H -0.75178 4.04008 -4.62581 -0.04 -0.08 0.04 0.064
O -3.86002 -3.41883 1.26308 0.05 0.10 0.05 -0.053
H -4.14814 -3.71590 0.39315 0.06 -0.01 0.06 0.047
H -3.78984 -2.45976 1.18584 -0.01 -0.13 -0.09 -0.008
C 1.70955 1.71287 0.81275 0.35 0.37 -0.88 -0.063
O 0.86409 2.86193 0.86727 0.32 -0.79 0.42 -0.205
C 0.56390 3.33632 -0.42146 -1.11 1.83 -0.36 -0.208
C -0.65141 2.66183 -1.08115 1.33 -0.68 1.42 -0.186
N -1.81310 2.61325 -0.18420 -0.06 -0.78 -0.60 -0.053
C -2.83495 1.72995 -0.82474 1.82 -0.33 1.33 -0.176
C -3.82347 1.27487 0.22107 -1.86 1.63 -2.80 -0.239
O -3.35564 0.31547 1.13395 -0.68 0.50 -0.77 -0.184
C -4.47544 -0.27429 1.75944 0.54 -0.22 2.55 -0.109
H 2.16257 1.41525 1.75470 -0.71 0.25 0.46 0.083
H 2.56493 1.99966 0.19613 0.02 -0.35 -0.30 0.070
H 1.19572 0.87823 0.33850 0.06 -0.18 0.07 0.077
H 1.43709 3.33807 -1.08138 0.04 -0.42 -0.01 0.111
H 0.32362 4.39751 -0.28789 0.00 0.02 0.15 0.123
H -0.25909 1.64265 -1.19372 -0.49 -0.15 -1.02 0.103
H -0.92004 3.15956 -2.00841 0.16 -0.23 -0.19 0.113
H -1.51586 2.05426 0.61389 0.16 0.54 0.28 0.100
H -2.35728 0.78790 -1.13949 0.13 0.23 -0.53 0.125
H -3.20629 2.27253 -1.69105 -0.67 -0.34 0.08 0.116
H -4.63162 0.89573 -0.42772 -0.04 -0.75 0.46 0.128
H -4.31064 2.19080 0.58512 0.39 -0.29 1.25 0.135
H -5.13169 -0.89977 1.15436 0.13 0.27 -0.39 0.084
H -5.04706 0.43333 2.37476 -0.31 0.42 -0.81 0.110
H -4.04923 -0.83275 2.60633 -0.03 -0.58 -0.47 0.088
C 8.20303 1.97133 4.40079 -0.03 0.28 -0.70 -0.092
O 7.43368 1.40651 3.34064 -0.12 -0.35 0.33 -0.183
C 6.06263 1.39027 3.61848 -1.35 -0.55 0.25 -0.259
C 5.23868 0.80726 2.45269 1.15 -0.02 -0.11 -0.207
N 5.50579 1.45325 1.15126 -0.78 -0.68 0.78 -0.041
C 4.99244 2.83332 1.17660 1.65 -0.93 -0.76 -0.198
C 5.00105 3.45150 -0.21076 -0.40 0.53 0.63 -0.235
O 6.24683 4.01042 -0.57005 0.53 -0.33 0.48 -0.173
C 6.16859 4.75882 -1.74277 -1.28 -0.14 -1.04 -0.134
H 7.79621 1.84786 5.40552 -0.27 -0.39 -0.09 0.086
H 8.26875 3.04497 4.21653 0.27 0.12 0.12 0.087
H 9.17993 1.50180 4.34235 0.15 0.15 0.09 0.086
H 5.69713 2.37623 3.92168 0.08 0.19 -0.11 0.118
H 5.80730 0.69928 4.43538 0.39 0.18 0.37 0.121
H 4.18222 0.78932 2.72504 -0.12 0.57 -0.11 0.101
H 5.46793 -0.26357 2.43278 0.34 0.06 -0.47 0.102
H 6.51587 1.44517 1.05892 -0.01 0.17 -0.22 0.105
H 5.65515 3.42263 1.81966 -0.59 0.47 0.19 0.126
H 3.96525 2.75362 1.51306 0.04 0.46 0.30 0.093
H 4.26338 4.25921 -0.10138 -0.12 0.10 -0.66 0.125
H 4.70232 2.70390 -0.94992 -0.23 0.04 -0.10 0.115
H 5.76244 4.17641 -2.58851 0.23 -0.37 0.13 0.082
H 7.12624 5.13667 -2.08637 0.15 0.10 0.54 0.087
H 5.40331 5.54332 -1.65726 0.42 0.40 0.26 0.087
C -8.79489 4.33359 -3.95862 -0.67 1.36 0.40 -0.140
O -9.06181 2.97506 -4.05045 0.36 -0.93 -0.43 -0.181
C -9.54327 2.40424 -2.85634 -0.02 0.19 0.94 -0.233
C -9.68580 0.89644 -3.00745 -0.07 -0.81 -0.89 -0.207
N -10.02776 0.06224 -1.84061 0.37 1.21 0.65 -0.070
C -8.89566 0.09855 -0.88909 -0.96 0.09 -0.82 -0.203
C -9.15369 -0.82254 0.29673 1.09 0.31 0.12 -0.198
O -7.87176 -1.34184 0.67238 -0.70 -0.10 0.35 -0.217
C -7.83539 -1.78533 2.02216 -0.12 -0.41 -0.50 -0.117
H -9.70425 4.92635 -3.76439 -0.20 -0.24 -0.12 0.087
H -8.40308 4.71290 -4.89946 0.20 -0.33 -0.05 0.087
H -8.14500 4.64680 -3.13154 0.39 -0.53 -0.07 0.089
H -10.51629 2.85752 -2.63979 -0.02 -0.02 0.37 0.130
H -8.83100 2.62430 -2.05255 -0.15 0.24 0.10 0.112
H -8.73249 0.50510 -3.38498 0.05 0.29 -0.49 0.117
H -10.46227 0.78290 -3.76714 0.13 -0.40 -0.07 0.120
H -10.15404 -0.90059 -2.12383 -0.10 0.09 -0.33 0.101
H -8.78006 1.15206 -0.63415 0.02 -0.18 0.64 0.106
H -7.95873 -0.15156 -1.40458 0.09 -0.42 0.19 0.119
H -9.81921 -1.66095 0.07758 -0.11 0.04 -0.33 0.122
H -9.59449 -0.27840 1.13529 -0.03 0.11 0.02 0.121
H -7.06070 -2.55141 2.03462 0.45 0.45 0.51 0.084
H -8.72346 -2.32677 2.37097 -0.32 0.19 -0.42 0.086
H -7.71558 -0.91914 2.67495 0.43 -0.19 0.26 0.090
C 0.88157 -2.27889 0.96829 -0.83 0.81 -0.53 -0.113
O 2.00785 -2.74610 0.26726 0.17 0.47 1.14 -0.175
C 3.22097 -2.42534 0.93474 1.10 -0.66 -0.94 -0.203
C 3.52261 -3.19070 2.23766 0.14 0.64 -0.29 -0.206
N 4.10198 -4.49012 2.03383 -1.50 -0.70 -0.42 -0.071
C 4.25631 -5.30064 3.21307 0.27 -0.14 0.31 -0.209
C 3.00850 -5.55052 4.08736 0.12 0.98 -1.02 -0.253
O 3.33239 -6.37063 5.16320 -0.24 -0.16 0.87 -0.194
C 3.42384 -7.76537 4.87389 0.40 1.04 0.16 -0.085
H 0.05215 -2.37771 0.26383 -0.19 -0.53 0.42 0.094
H 0.85984 -1.19950 1.18791 0.70 0.04 -0.13 0.074
H 0.70114 -2.73743 1.94497 -0.06 -0.53 -0.26 0.074
H 3.38852 -1.34562 1.02475 -0.56 0.11 0.39 0.110
H 3.96683 -2.70384 0.17903 0.20 -0.14 0.24 0.112
H 2.58119 -3.28788 2.77836 0.03 -0.10 0.10 0.093
H 4.18334 -2.57831 2.87426 -0.10 0.28 -0.01 0.115
H 4.87105 -4.55183 1.39048 0.13 0.26 0.04 0.113
H 4.98123 -4.81607 3.88862 0.14 -0.41 0.19 0.123
H 4.60741 -6.29034 2.91468 0.34 0.16 -0.04 0.113
H 2.14801 -5.91433 3.50955 0.17 -0.32 -0.14 0.126
H 2.69570 -4.57107 4.45704 -0.05 -0.21 0.51 0.109
H 2.60180 -8.00975 4.19978 0.24 -0.51 -0.13 0.091
H 3.36386 -8.30902 5.81436 -0.32 0.08 0.03 0.086
H 4.43101 -7.95189 4.49219 -0.26 -0.39 -0.51 0.082
C 6.99034 -4.49956 -4.58288 0.06 0.48 -0.13 -0.121
O 5.98143 -4.22401 -3.64655 -0.40 -0.75 0.93 -0.197
C 4.67624 -4.02434 -4.17562 1.03 0.59 -0.01 -0.214
C 3.56474 -4.00950 -3.11742 -1.26 -0.69 -1.28 -0.184
N 2.52369 -3.02596 -3.43063 0.51 0.28 2.22 -0.077
C 2.87475 -1.64766 -3.02356 -1.11 -0.69 -1.59 -0.188
C 1.60053 -0.81380 -3.16225 0.11 -0.01 -0.19 -0.221
O 1.72180 0.48873 -2.62023 0.28 0.26 -0.09 -0.204
C 2.61556 1.30347 -3.36893 -0.43 -0.21 0.09 -0.094
H 7.49405 -3.57502 -4.89326 -0.24 0.07 -0.27 0.084
H 6.56662 -5.00679 -5.45318 0.25 -0.12 -0.07 0.083
H 7.78038 -5.08804 -4.11627 -0.27 -0.29 0.07 0.084
H 4.41699 -4.78973 -4.91438 0.26 -0.09 -0.11 0.115
H 4.75800 -3.06401 -4.69788 -0.62 0.13 -0.12 0.114
H 3.88004 -4.00430 -2.07765 0.21 0.53 -0.05 0.113
H 2.99212 -4.93485 -3.23572 0.48 -0.36 0.25 0.111
H 2.17846 -3.13336 -4.37107 0.15 0.31 -0.14 0.108
H 3.60893 -1.32854 -3.76784 0.42 0.69 0.52 0.100
H 3.23078 -1.57314 -1.99906 0.16 -0.40 -0.02 0.118
H 0.74180 -1.27859 -2.67978 0.26 -0.13 0.36 0.123
H 1.33753 -0.81669 -4.23168 -0.02 0.46 -0.07 0.121
H 2.14013 1.52862 -4.32862 0.29 0.00 -0.23 0.083
H 3.57701 0.80872 -3.49890 0.06 0.04 -0.21 0.079
H 2.80077 2.24595 -2.85553 -0.23 -0.07 0.24 0.071
```
Positions in Å, forces in eV/Å.

Results
LUMO level	0.14	eV
charge	0
HOMO level	-8.56	eV
relative energy (zero: lowest compared OMol25 entry of this formula, charge and spin)	131.7	kJ/mol



A structure of composition C4H6N2S at a distorted geometry, computed with ωB97M-V/def2-TZVPD.

The geometry in XYZ format:
```
13
Properties=species:S:1:pos:R:3:forces:R:3:lowdin_charge:R:1
C -3.21027 -0.62376 0.08036 0.05 2.95 -1.10 -0.114
C -2.18707 0.26392 -0.03174 -1.94 2.08 -1.25 -0.589
C 0.43259 1.09761 -0.04473 1.40 -0.42 0.63 -0.449
C 3.38818 -0.77845 0.09768 -3.27 2.06 -0.81 -0.007
H -3.00902 -1.69316 0.05379 -0.49 0.23 0.38 0.049
H -4.19109 -0.09101 -0.11172 0.87 -1.56 0.54 0.071
H -2.37895 1.45689 -0.36189 0.48 -3.45 1.33 0.141
H -0.00552 2.12975 0.07959 0.55 -1.33 0.13 0.093
H 3.52227 -1.91036 0.02996 0.11 1.84 -0.34 0.031
H 4.41735 -0.06929 0.81775 -3.96 -2.01 -2.34 0.166
N 1.73078 0.90455 -0.00300 -1.59 1.03 -1.65 -0.161
N 2.07881 -0.34078 -0.48912 6.79 -1.84 4.70 -0.144
S -0.58805 -0.34594 -0.11694 1.00 0.43 -0.21 0.911
```
Positions in Å, forces in eV/Å.

Results
LUMO level	-0.36	eV
charge	0
HOMO level	-8.17	eV
relative energy (zero: lowest compared OMol25 entry of this formula, charge and spin)	623.8	kJ/mol



Look up the HOMO level of the first one.
-7.11 eV



Which formula does entry 4 have?
C4H6N2S



What is the HOMO level in the second record?
-8.61 eV



Which of these has the lowest LUMO level?
C4H6N2S